{
  "formula": "C18H18EuF2N7O4S",
  "method": "ωB97M-V with the def2-TZVPD basis set",
  "elements": ["Eu", "N", "C", "S", "N", "N", "C", "C", "C", "C", "C", "C", "N", "H", "H", "H", "H", "H", "H", "H", "C", "O", "C", "O", "N", "N", "H", "H", "H", "H", "H", "H", "O", "C", "N", "C", "O", "C", "C", "C", "C", "C", "C", "H", "H", "H", "H", "F", "C", "F", "H"],
  "positions_angstrom": [[-1.0545, -0.5448, -0.5660], [-2.4667, 2.2804, -4.0322], [-1.9984, 1.1700, -3.3871], [-3.1378, 0.2038, -2.5308], [-0.7077, 0.9357, -3.6117], [-0.2163, -0.0651, -2.8514], [0.8948, -0.5815, -3.2344], [1.4237, -1.7562, -2.5390], [2.5920, -2.3889, -2.9793], [3.0081, -3.5537, -2.3694], [2.2450, -4.0923, -1.3372], [1.1062, -3.4018, -0.9595], [0.7132, -2.2632, -1.5189], [-3.4057, 2.5643, -3.8315], [-1.7982, 2.9354, -4.3972], [1.3850, -0.2198, -4.1368], [3.1520, -1.9528, -3.7992], [3.9121, -4.0526, -2.7028], [2.5138, -5.0217, -0.8503], [0.4611, -3.7724, -0.1687], [3.7724, -2.4398, 1.9144], [3.2920, -1.3272, 1.1730], [1.9433, -1.1123, 1.1145], [1.5042, -0.3115, 0.3378], [1.1871, -1.8756, 1.9583], [-0.1852, -1.6074, 1.9284], [4.8336, -2.5215, 1.7009], [3.2704, -3.3572, 1.6028], [3.6453, -2.2868, 2.9909], [1.6016, -2.2896, 2.7718], [-0.4289, -0.9199, 2.6316], [-0.7479, -2.4458, 1.9727], [-0.8669, 0.9442, 3.5751], [-1.1078, 1.5586, 2.5407], [-1.1616, 1.0716, 1.2745], [-1.2951, 2.1229, 0.4201], [-1.2405, 2.0109, -0.7940], [-1.4451, 3.4218, 1.1922], [-1.6502, 4.7269, 0.8019], [-1.7126, 5.6959, 1.8090], [-1.5608, 5.3430, 3.1499], [-1.3472, 4.0127, 3.5180], [-1.3013, 3.0720, 2.5128], [-1.7558, 4.9822, -0.2472], [-1.8784, 6.7363, 1.5483], [-1.6106, 6.1126, 3.9149], [-1.2278, 3.7244, 4.5571], [-2.1186, -2.5524, -1.0845], [-2.5309, -2.6033, 0.3267], [-3.0063, -1.1980, 0.4746], [-3.4921, -3.1105, 0.2159]],
  "forces_ev_per_angstrom": [[1.2, 0.4, 0.0], [0.1, -0.3, 0.0], [-0.4, 0.0, -0.2], [0.1, 0.3, -0.4], [0.1, 0.0, 0.2], [0.0, 0.1, -1.0], [0.2, -0.2, 0.1], [0.0, 0.0, -0.1], [0.1, 0.1, -0.1], [0.0, -0.1, 0.0], [0.1, 0.0, -0.1], [-0.1, 0.0, 0.1], [0.2, -0.1, -0.2], [0.0, 0.0, 0.0], [0.0, 0.0, 0.0], [0.1, 0.0, 0.0], [0.0, 0.0, 0.0], [0.0, 0.0, 0.0], [0.0, 0.0, 0.0], [0.0, 0.0, 0.0], [-0.1, 0.0, 0.0], [-0.2, 0.0, 0.0], [0.4, -0.4, 0.5], [0.1, 0.4, -0.3], [-0.1, 0.2, -0.4], [0.4, 0.0, 0.2], [0.0, 0.0, 0.0], [0.0, 0.0, 0.0], [0.0, 0.0, 0.0], [0.0, 0.0, 0.2], [-0.2, 0.2, 0.2], [-0.1, -0.1, -0.3], [-0.1, -0.3, -0.2], [0.3, 0.4, 0.3], [-0.1, 1.0, 0.9], [0.0, 0.4, 0.4], [0.1, 0.5, -0.2], [0.0, -0.2, -0.4], [0.0, 0.2, 0.0], [0.0, -0.1, 0.0], [0.0, -0.1, -0.1], [0.0, 0.1, 0.1], [-0.1, -0.3, 0.2], [0.0, 0.0, 0.1], [0.0, -0.1, 0.0], [0.0, -0.1, -0.1], [0.0, 0.0, -0.1], [-0.6, -1.0, -0.1], [-0.2, -0.4, 0.2], [-0.9, -0.6, 0.5], [-0.2, -0.1, 0.1]],
  "nbo_charge": [1.102, -0.812, 0.312, -0.354, -0.474, -0.207, -0.040, 0.200, -0.248, -0.172, -0.304, 0.063, -0.443, 0.396, 0.383, 0.171, 0.211, 0.205, 0.209, 0.207, -0.264, -0.510, 0.899, -0.586, -0.502, -0.662, 0.200, 0.189, 0.165, 0.373, 0.402, 0.398, -0.657, 0.652, -0.687, 0.665, -0.598, -0.134, -0.177, -0.222, -0.217, -0.218, -0.048, 0.223, 0.203, 0.203, 0.221, -0.422, 0.053, -0.431, 0.086],
  "max_force_ha_per_bohr": 0.027,
  "multiplicity": 8,
  "e_homo_ha": [-0.0871, -0.1540],
  "de_lowest_kj_mol": 0.00,
  "e_tot_ev": -73180.380,
  "charge": -1
}